No. 1
Density functional theory data (ωB97M-V/def2-TZVPD) for a molecular structure, C31H49N3P2PdS2Si2 in a non-equilibrium geometry.

```
90
Properties=species:S:1:pos:R:3
Pd -0.989 -0.596 -0.601
C 0.365 2.143 -3.165
P -0.316 1.753 -1.517
C 1.152 2.021 -0.454
N 2.045 2.917 -0.902
C 3.109 3.194 -0.059
C 4.074 4.123 -0.455
C 5.139 4.442 0.373
C 5.256 3.832 1.621
C 4.312 2.905 2.031
C 3.230 2.567 1.208
N 2.314 1.631 1.633
C 1.306 1.362 0.770
P 0.114 0.148 1.392
C -0.654 1.044 2.780
C 0.983 -1.222 2.307
C -0.129 -2.179 2.762
C 1.926 -1.932 1.344
C 1.768 -0.753 3.535
C -1.426 3.234 -1.235
C -1.896 3.192 0.218
C -0.743 4.575 -1.504
C -2.620 3.068 -2.184
H 0.880 3.099 -3.095
H -0.439 2.185 -3.899
H 1.073 1.378 -3.469
H 3.958 4.590 -1.426
H 5.875 5.169 0.053
H 6.085 4.085 2.270
H 4.383 2.421 2.999
H 0.171 1.471 3.353
H -1.254 0.392 3.407
H -1.278 1.849 2.404
H -0.780 -2.470 1.939
H -0.749 -1.734 3.544
H 0.324 -3.083 3.178
H 1.422 -2.214 0.424
H 2.307 -2.843 1.815
H 2.771 -1.285 1.097
H 1.105 -0.393 4.325
H 2.471 0.038 3.286
H 2.314 -1.615 3.933
H -1.080 3.451 0.896
H -2.266 2.202 0.497
H -2.707 3.911 0.368
H 0.227 4.647 -1.010
H -1.386 5.381 -1.132
H -0.593 4.741 -2.572
H -3.095 2.095 -2.079
H -2.314 3.182 -3.226
H -3.371 3.837 -1.976
C -3.398 -0.468 2.021
Si -3.210 -0.808 0.202
C -4.416 0.333 -0.641
C -3.900 -2.520 -0.084
C -5.215 -2.872 0.256
C -5.702 -4.139 -0.020
C -4.879 -5.077 -0.640
C -3.578 -4.738 -0.975
C -3.077 -3.455 -0.700
Si -1.332 -2.926 -1.134
C -0.207 -4.167 -0.318
C -1.186 -3.182 -2.983
H -4.436 -0.698 2.288
H -3.214 0.578 2.269
H -2.744 -1.099 2.624
H -5.398 0.055 -0.241
H -4.441 0.187 -1.723
H -4.249 1.390 -0.430
H -5.867 -2.155 0.747
H -6.720 -4.399 0.242
H -5.259 -6.068 -0.860
H -2.946 -5.482 -1.452
H -0.475 -5.150 -0.727
H -0.358 -4.200 0.759
H 0.852 -3.997 -0.524
H -1.857 -4.003 -3.255
H -0.164 -3.431 -3.269
H -1.484 -2.296 -3.551
S 1.237 -0.927 -2.234
C 2.796 -1.157 -1.700
N 3.573 -0.167 -1.279
C 4.997 -0.453 -1.148
C 5.080 -1.948 -0.834
S 3.607 -2.684 -1.612
H 3.232 0.778 -1.435
H 5.425 0.143 -0.344
H 5.517 -0.211 -2.077
H 5.047 -2.142 0.236
H 5.973 -2.400 -1.257
```

Calculated values
Kohn-Sham gap (alpha / beta) = 4.87 / 6.32 eV
E_HOMO (alpha / beta) = -0.192 / -0.289 Eh
Lowest unoccupied orbital energy (alpha / beta) = -0.4 / -1.5 eV
E_tot = -3560.9484 Eh
Multiplicity = 3
⟨S²⟩ = 2.0232

No. 2
Density functional theory data (ωB97M-V/def2-TZVPD) for a molecular structure, C31H49N8OSc in a non-equilibrium geometry.

```
90
Properties=species:S:1:pos:R:3
Sc -0.909 0.354 0.459
C -0.282 0.577 3.572
C -1.169 1.782 3.353
N -1.065 2.202 1.940
C -2.225 3.035 1.576
C -3.350 2.161 1.100
C -4.642 2.618 0.999
C -5.616 1.767 0.505
C -5.302 0.457 0.179
C -3.982 0.049 0.308
C -3.459 -1.333 -0.020
N -2.145 -1.579 0.617
C -2.242 -2.196 1.961
C -1.945 -1.143 3.019
N -0.702 -0.466 2.618
N -3.040 0.911 0.745
H -0.350 0.244 4.615
H 0.754 0.844 3.392
H -0.893 2.600 4.032
H -2.222 1.562 3.538
H -0.205 2.719 1.782
H -1.976 3.724 0.758
H -2.555 3.655 2.419
H -4.885 3.632 1.262
H -6.643 2.112 0.388
H -6.075 -0.205 -0.180
H -3.371 -1.413 -1.112
H -4.197 -2.082 0.277
H -1.672 -2.222 0.005
H -1.460 -2.966 2.026
H -3.200 -2.678 2.118
H -1.855 -1.583 4.006
H -2.754 -0.415 3.060
H 0.000 -1.186 2.495
C -0.953 -1.827 -2.374
N -1.072 -0.508 -1.754
C -1.464 0.429 -2.585
C -1.385 1.788 -2.220
C -1.498 2.946 -2.973
C -0.985 3.984 -2.185
C -0.584 3.381 -0.994
N -0.836 2.056 -0.977
C 0.430 -2.125 -2.926
C 1.575 -1.618 -2.337
C 2.835 -1.999 -2.791
C 2.955 -2.915 -3.826
C 1.801 -3.390 -4.434
C 0.546 -3.022 -3.989
H -1.720 -1.947 -3.158
H -1.194 -2.629 -1.654
H -1.785 0.163 -3.595
H -1.858 3.019 -3.973
H -0.878 5.018 -2.450
H -0.099 3.860 -0.154
H 1.468 -0.904 -1.527
H 3.722 -1.584 -2.311
H 3.933 -3.231 -4.162
H 1.857 -4.062 -5.278
H -0.341 -3.424 -4.485
C 4.198 1.386 -0.879
C 3.291 2.449 -0.225
C 3.251 3.678 -1.121
C 3.844 2.801 1.154
N 1.840 2.080 -0.102
N 1.498 0.805 0.465
H 5.181 1.826 -1.028
H 3.786 1.091 -1.842
H 4.334 0.493 -0.257
H 4.258 4.048 -1.335
H 2.703 4.461 -0.575
H 2.766 3.482 -2.072
H 4.893 3.030 1.051
H 3.795 1.951 1.833
H 3.309 3.656 1.570
H 1.387 2.060 -1.008
H 1.867 0.805 1.407
H 2.004 0.065 0.009
C 2.817 -3.757 1.267
C 1.614 -4.666 0.975
C 0.636 -3.690 0.360
O 0.912 -2.383 0.962
C 2.109 -2.520 1.767
H 3.405 -3.566 0.360
H 3.491 -4.150 2.033
H 1.228 -5.117 1.907
H 1.834 -5.483 0.294
H -0.393 -3.960 0.583
H 0.780 -3.620 -0.723
H 1.837 -2.642 2.829
H 2.690 -1.610 1.643
```

Calculated values
Kohn-Sham gap = 7.66 eV
E_HOMO = -0.477 Eh
Lowest unoccupied orbital energy = -5.3 eV
E_tot = -2484.3417 Eh
Relative energy (zero: lowest compared OMol25 entry of this formula, charge and spin) = 0.0 kJ/mol
Total charge = +2